No. 1
Computed, not measured: one molecule with the formula C11H10N2S, with ωB97M-V with the def2-TZVPD basis set.

As for the LUMO energy: 0.6649 eV. For the HOMO-LUMO gap, the calculation gives 9.40 eV. Its HOMO energy is -0.3211 Eh.

ORCA input file:
```
! RIJCOSX wB97M-V def2-TZVPD def2/J DEFGRID3
* xyz 0 1
C 4.51 -0.33 -0.01
C 3.86 0.01 -1.17
C 2.47 0.19 -1.23
C 1.75 0.20 0.01
C 0.29 0.49 -0.05
S -0.65 -1.06 -0.07
C -2.29 -0.46 -0.13
N -3.19 -1.43 -0.26
C -4.45 -1.02 -0.11
C -4.92 0.27 0.06
C -3.90 1.17 0.18
N -2.58 0.85 0.11
C 2.45 -0.13 1.21
C 3.81 -0.40 1.20
H 5.63 -0.40 -0.03
H 4.45 -0.03 -2.05
H 1.86 0.21 -2.12
H -0.11 0.99 0.85
H 0.13 1.05 -0.95
H -5.13 -1.82 -0.26
H -5.99 0.41 0.24
H -4.17 2.17 0.37
H 1.80 -0.28 2.14
H 4.36 -0.64 2.08
*
```

***

No. 2
Computed, not measured: a 2-piece molecular cluster, C3H4O3 overall, with ωB97M-V with the def2-TZVPD basis set.

As for the LUMO energy: -0.2171 eV. For the HOMO-LUMO gap, the calculation gives 9.39 eV. Its HOMO energy is -0.3531 Eh.

ORCA input file:
```
! RIJCOSX wB97M-V def2-TZVPD def2/J DEFGRID3
* xyz 0 1
O 1.99 -1.20 -0.41
C 0.95 -0.70 -0.10
C 0.68 0.53 0.77
O -0.64 0.59 0.89
C -1.27 -0.35 0.00
O -0.27 -1.24 -0.40
H 1.00 1.51 -0.67
H 1.22 1.59 0.16
H -1.67 0.20 -0.86
H -2.05 -0.87 0.56
*
```

***

No. 3
Computed, not measured: C5H14Br4CaNO as an isolated structure, with ωB97M-V with the def2-TZVPD basis set.

Its expectation value of S² is 0.75. As for the LUMO energy (alpha / beta): -0.5786 / -3.9351 eV. For the HOMO-LUMO gap (alpha / beta), the calculation gives 7.72 / 4.34 eV. Its HOMO energy (alpha / beta) is -0.3049 / -0.3042 Eh.

ORCA input file:
```
! RIJCOSX wB97M-V def2-TZVPD def2/J DEFGRID3
* xyz 0 2
Ca 15.30 19.75 13.95
C 14.94 15.40 16.11
N 16.34 14.95 15.60
C 17.16 14.67 16.84
C 16.22 13.58 14.87
C 17.11 16.02 14.81
C 16.62 16.40 13.39
O 15.48 17.23 13.38
H 14.99 16.28 16.75
H 14.40 14.57 16.57
H 14.51 15.72 15.16
H 17.56 15.50 17.44
H 18.03 14.28 16.30
H 16.70 13.89 17.45
H 17.18 13.29 14.43
H 15.34 13.39 14.25
H 16.02 12.84 15.64
H 18.11 15.60 14.66
H 17.28 16.93 15.40
H 16.51 15.59 12.66
H 17.45 16.91 12.90
H 14.80 16.59 13.17
Br 16.27 19.46 16.58
Br 12.55 18.95 13.90
Br 17.75 20.01 12.53
Br 14.75 22.57 14.27
*
```

***

No. 4
Computed, not measured: one molecule with the formula C2H2Cl3F, with ωB97M-V with the def2-TZVPD basis set.

As for the LUMO energy: 0.8403 eV. For the HOMO-LUMO gap, the calculation gives 11.81 eV. Its HOMO energy is -0.4030 Eh.

ORCA input file:
```
! RIJCOSX wB97M-V def2-TZVPD def2/J DEFGRID3
* xyz 0 1
F 0.88 -1.84 0.00
C 0.75 -0.60 -0.37
Cl 2.11 0.37 0.08
C -0.50 -0.02 0.34
Cl -1.88 -0.86 0.00
Cl -0.80 1.71 -0.08
H 0.57 -0.42 -1.39
H -0.45 -0.02 1.45
*
```

***

No. 5
Computed, not measured: a 2-piece molecular cluster, C5H14N2S overall, with ωB97M-V with the def2-TZVPD basis set.

As for the LUMO energy: 0.6556 eV. For the HOMO-LUMO gap, the calculation gives 9.58 eV. Its HOMO energy is -0.3281 Eh.

ORCA input file:
```
! RIJCOSX wB97M-V def2-TZVPD def2/J DEFGRID3
* xyz 0 1
C 0.40 0.67 -2.55
N 1.39 0.58 -1.52
C 1.90 -0.56 -1.16
N 1.41 -1.81 -1.61
H 0.29 1.70 -2.87
H -0.57 0.31 -2.26
H 0.66 0.06 -3.49
H 2.70 -0.56 -0.40
H 1.54 -2.56 -0.95
H 0.43 -1.72 -1.91
C -1.45 2.59 1.19
C -0.55 1.34 1.33
C -1.48 0.07 1.36
S -0.44 -1.39 1.39
H -0.90 3.49 1.33
H -2.20 2.50 1.95
H -1.91 2.55 0.21
H 0.19 1.27 0.52
H 0.00 1.37 2.26
H -2.09 0.03 0.47
H -2.14 0.10 2.23
H -1.35 -2.38 1.51
*
```

***

No. 6
Computed, not measured: a 10-piece molecular cluster, C50H128N8O16 overall, with ωB97M-V with the def2-TZVPD basis set.

Its expectation value of S² is 0.75. As for the LUMO energy (alpha / beta): -2.4583 / -7.5567 eV. For the HOMO-LUMO gap (alpha / beta), the calculation gives 7.42 / 2.32 eV. Its HOMO energy (alpha / beta) is -0.3629 / -0.3629 Eh.

ORCA input file:
```
! RIJCOSX wB97M-V def2-TZVPD def2/J DEFGRID3
* xyz 1 2
C -5.29 1.58 -3.06
C -4.02 2.26 -3.60
C -2.74 1.76 -2.92
O -3.97 2.13 -4.99
H -5.43 1.82 -2.00
H -5.20 0.50 -3.08
H -6.17 1.94 -3.59
H -4.02 3.34 -3.44
H -2.64 1.94 -1.85
H -1.94 2.28 -3.44
H -2.54 0.70 -3.04
H -3.10 2.44 -5.23
C -0.99 0.75 0.81
C 0.19 0.22 -0.01
C 0.05 -1.33 -0.19
O 0.10 0.85 -1.33
H -1.96 0.34 0.53
H -1.02 1.84 0.86
H -0.93 0.55 1.88
H 1.15 0.45 0.45
H -0.20 -1.82 0.75
H 0.95 -1.68 -0.69
H -0.78 -1.57 -0.85
H 0.01 1.80 -1.21
C 4.28 -1.86 -2.25
O 4.80 -0.91 -1.34
C 3.98 0.25 -1.05
C 4.79 1.22 -0.15
N 5.28 0.60 1.09
C 6.03 1.45 2.01
C 6.38 0.55 3.26
O 7.23 -0.55 2.86
C 7.64 -1.29 4.00
H 5.10 -2.43 -2.69
H 3.64 -1.42 -3.02
H 3.70 -2.51 -1.60
H 3.07 -0.15 -0.59
H 3.73 0.80 -1.96
H 4.13 2.06 0.10
H 5.64 1.62 -0.69
H 5.80 -0.23 0.86
H 5.39 2.25 2.37
H 6.86 1.90 1.46
H 5.45 0.15 3.66
H 6.87 1.12 4.05
H 8.04 -2.23 3.61
H 6.82 -1.51 4.70
H 8.39 -0.78 4.60
C -0.04 10.33 1.86
O 1.05 9.48 2.19
C 0.89 8.07 2.03
C -0.14 7.56 2.98
N -0.15 6.03 2.93
C -1.16 5.48 3.83
C -1.25 3.94 3.69
O -1.78 3.35 4.81
C -1.73 1.97 4.86
H -0.18 10.31 0.78
H 0.18 11.39 1.97
H -1.04 10.18 2.26
H 1.85 7.60 2.20
H 0.64 7.75 1.02
H -1.14 7.90 2.72
H 0.10 7.99 3.95
H 0.74 5.69 3.27
H -2.12 5.94 3.65
H -0.84 5.56 4.87
H -0.25 3.54 3.52
H -1.78 3.63 2.79
H -2.24 1.46 4.05
H -2.12 1.67 5.84
H -0.72 1.56 4.89
C 0.65 2.04 7.59
O 0.82 0.72 6.99
C 0.47 -0.42 7.74
C 0.39 -1.68 6.84
N -0.61 -1.39 5.75
C -0.55 -2.28 4.59
C 0.74 -2.05 3.71
O 0.94 -0.70 3.36
C 2.30 -0.40 3.06
H -0.32 2.16 8.07
H 0.58 2.79 6.81
H 1.49 2.14 8.27
H -0.48 -0.24 8.23
H 1.26 -0.55 8.48
H 0.04 -2.49 7.47
H 1.39 -1.92 6.48
H -0.19 -0.58 5.33
H -1.44 -2.06 4.01
H -0.54 -3.32 4.93
H 0.63 -2.65 2.80
H 1.60 -2.44 4.25
H 2.60 0.62 2.84
H 2.70 -0.98 2.22
H 2.90 -0.58 3.95
C 2.55 1.20 -6.47
O 1.36 0.39 -6.34
C 1.21 -0.19 -5.04
C -0.29 -0.34 -4.60
N -0.89 -1.22 -5.64
C -2.36 -1.02 -5.80
C -3.10 -2.11 -6.54
O -2.45 -2.37 -7.81
C -3.03 -3.48 -8.54
H 2.62 1.93 -5.67
H 2.50 1.66 -7.45
H 3.45 0.59 -6.45
H 1.82 0.35 -4.31
H 1.63 -1.19 -5.09
H -0.71 0.67 -4.58
H -0.31 -0.76 -3.59
H -0.56 -1.16 -6.59
H -2.46 -0.09 -6.36
H -2.86 -0.94 -4.84
H -4.12 -1.76 -6.69
H -3.15 -3.00 -5.93
H -2.53 -3.66 -9.49
H -4.07 -3.23 -8.74
H -3.01 -4.38 -7.92
C 6.50 -4.79 -3.09
O 5.54 -5.72 -3.57
C 5.59 -6.12 -4.92
C 4.41 -7.06 -5.24
N 3.10 -6.49 -4.81
C 2.66 -5.29 -5.54
C 1.39 -4.72 -4.92
O 1.58 -4.43 -3.54
C 0.45 -3.84 -2.85
H 7.41 -5.36 -2.91
H 6.15 -4.44 -2.12
H 6.67 -3.91 -3.71
H 6.55 -6.60 -5.07
H 5.58 -5.25 -5.57
H 4.57 -7.97 -4.66
H 4.45 -7.35 -6.28
H 3.28 -6.08 -3.90
H 2.51 -5.58 -6.58
H 3.48 -4.58 -5.55
H 0.57 -5.43 -5.07
H 1.08 -3.83 -5.45
H -0.47 -4.35 -3.14
H 0.34 -2.76 -2.95
H 0.56 -4.12 -1.81
C -3.77 -2.22 -2.42
O -3.62 -2.82 -1.14
C -4.83 -3.42 -0.64
C -4.70 -4.06 0.79
N -4.18 -3.00 1.63
C -3.70 -3.49 2.90
C -2.62 -4.59 2.84
O -1.67 -4.02 1.98
C -0.72 -4.86 1.46
H -2.81 -1.79 -2.71
H -4.40 -1.35 -2.27
H -4.17 -2.90 -3.17
H -5.17 -4.10 -1.42
H -5.58 -2.63 -0.53
H -3.98 -4.86 0.67
H -5.66 -4.38 1.19
H -3.38 -2.58 1.18
H -4.61 -3.74 3.44
H -3.37 -2.63 3.48
H -3.00 -5.55 2.47
H -2.11 -4.71 3.79
H -0.23 -5.41 2.27
H 0.07 -4.34 0.92
H -1.12 -5.54 0.71
C 1.62 3.57 -3.10
C 1.35 3.98 -1.65
C 1.54 5.49 -1.37
O 2.93 5.78 -1.46
C 3.26 7.23 -1.47
N 0.03 3.49 -1.33
H 2.65 3.80 -3.35
H 0.88 3.98 -3.79
H 1.54 2.48 -3.15
H 2.06 3.35 -1.11
H 1.10 5.69 -0.40
H 0.96 6.06 -2.10
H 2.78 7.80 -2.28
H 4.32 7.25 -1.70
H 3.16 7.71 -0.50
H -0.58 3.87 -2.04
H -0.30 4.05 -0.56
C -4.78 0.69 2.49
C -5.38 -0.30 3.58
C -6.21 0.42 4.64
O -6.69 -0.52 5.57
C -7.21 0.12 6.72
N -6.23 -1.24 2.88
H -4.25 1.56 2.89
H -5.59 1.06 1.86
H -4.06 0.12 1.91
H -4.55 -0.86 4.01
H -7.05 0.98 4.23
H -5.59 1.21 5.08
H -6.54 0.87 7.15
H -7.25 -0.62 7.52
H -8.21 0.51 6.57
H -5.65 -1.85 2.32
H -6.59 -1.94 3.51
*
```

***

No. 7
Computed, not measured: a 2-piece molecular cluster, C3H8N2 overall, with ωB97M-V with the def2-TZVPD basis set.

As for the LUMO energy: 0.9576 eV. For the HOMO-LUMO gap, the calculation gives 10.31 eV. Its HOMO energy is -0.3436 Eh.

ORCA input file:
```
! RIJCOSX wB97M-V def2-TZVPD def2/J DEFGRID3
* xyz 0 1
C -0.76 0.82 0.65
C -0.44 1.49 -0.45
N -0.17 0.88 -1.69
C 0.73 0.00 -1.74
H -0.84 -0.26 0.60
H -1.02 1.34 1.56
H -0.45 2.57 -0.50
H 0.92 -0.51 -2.68
H 1.36 -0.24 -0.88
N 0.35 -2.32 2.24
H 0.12 -1.40 2.58
H 0.92 -2.17 1.40
H 0.96 -2.75 2.93
*
```

***

No. 8
Computed, not measured: a 3-piece molecular cluster, C3H12NO3 overall, with ωB97M-V with the def2-TZVPD basis set.

As for the LUMO energy: 3.9790 eV. For the HOMO-LUMO gap, the calculation gives 8.24 eV. Its HOMO energy is -0.1564 Eh.

ORCA input file:
```
! RIJCOSX wB97M-V def2-TZVPD def2/J DEFGRID3
* xyz -1 1
C -0.65 -0.05 0.84
N -0.38 -1.30 0.13
C -0.41 -1.04 -1.36
O 0.35 0.03 -1.78
C -0.64 -0.29 2.35
H -1.61 0.30 0.45
H 0.10 0.75 0.64
H 0.59 -1.58 0.26
H -0.15 -2.03 -1.80
H -1.46 -0.74 -1.55
H -1.06 -1.26 2.63
H 0.41 -0.34 2.67
H -1.25 0.53 2.82
H 2.75 0.25 0.03
H 1.55 -0.31 -1.12
O 2.46 -0.45 -0.55
H 0.17 3.00 -1.05
H -0.33 1.78 -1.88
O -0.45 2.74 -1.73
*
```